C49H54N4P3S3SbV as an isolated structure in a non-equilibrium geometry. Source: the OMol25 dataset; level of theory: wB97M-V/def2-TZVPD.

Geometry as XYZ:
```
115
Properties=species:S:1:pos:R:3:forces:R:3
V -1.17810 0.44564 1.71943 -2.416 1.483 1.295
S -4.94535 4.03396 1.93991 0.143 -0.158 -0.045
Sb -4.25418 2.19501 3.09531 -0.868 0.383 0.397
S -1.75731 2.22580 2.96155 1.374 -1.159 -1.027
S -4.61354 0.26385 1.76421 0.369 -0.301 -0.178
N -2.17773 -1.06707 2.98058 -0.105 0.086 0.028
C -2.48090 -2.41035 2.62821 0.061 -0.106 -0.065
C -2.69555 -3.37909 3.60585 -0.060 0.038 -0.002
C -3.10013 -4.65107 3.24620 0.006 0.001 -0.033
C -3.30489 -4.97629 1.90767 0.009 0.042 0.058
C -3.04949 -4.03077 0.93455 0.063 0.002 -0.017
C -2.62739 -2.74455 1.27928 0.071 -0.012 0.004
P -1.91090 -1.60942 0.06180 -0.135 0.232 0.157
C -0.88927 -2.78088 -0.90829 0.188 0.130 0.121
C 0.18459 -3.37924 -0.24816 -0.035 -0.037 -0.053
C 1.02703 -4.24450 -0.91936 -0.008 -0.029 -0.046
C 0.81691 -4.51540 -2.26770 0.003 0.014 0.033
C -0.25541 -3.94083 -2.92751 -0.012 0.047 0.002
C -1.11310 -3.08260 -2.24829 -0.086 -0.132 -0.053
C -3.16409 -1.04847 -1.14034 0.055 -0.101 -0.050
C -2.80668 -0.16407 -2.16407 0.087 -0.064 -0.147
C -3.76126 0.54399 -2.86212 -0.032 -0.003 -0.018
C -5.10560 0.31014 -2.60693 0.012 -0.034 0.005
C -5.48269 -0.63279 -1.66751 0.071 0.005 -0.013
C -4.51478 -1.28878 -0.91961 -0.062 0.065 0.030
H -3.10698 -0.55008 2.82601 -0.065 0.021 -0.065
H -1.94189 -0.96967 3.96642 0.092 -0.092 -0.141
H -2.56694 -3.11837 4.64926 -0.008 0.002 0.014
H -3.26776 -5.39409 4.01460 -0.014 -0.004 0.006
H -3.63665 -5.96664 1.62988 0.003 -0.026 -0.001
H -3.14855 -4.29497 -0.11199 0.005 0.005 -0.007
H 0.36039 -3.16712 0.79843 0.016 0.034 0.061
H 1.85656 -4.69924 -0.39403 0.024 0.004 -0.002
H 1.48961 -5.17476 -2.79899 0.000 -0.021 -0.007
H -0.43374 -4.15303 -3.97328 0.003 -0.004 -0.007
H -1.97098 -2.67335 -2.77264 0.009 -0.014 0.009
H -0.96763 -0.92711 -2.20985 0.009 0.078 -0.012
H -3.46681 1.30194 -3.57286 0.007 -0.014 -0.002
H -5.85463 0.87647 -3.14311 -0.012 0.005 0.003
H -6.52861 -0.81932 -1.47045 -0.009 0.008 0.024
H -4.81096 -1.94831 -0.11531 -0.007 -0.002 -0.008
C 2.39387 -0.91169 -0.24220 0.026 -0.024 0.009
P 2.07736 0.86175 -0.58397 -0.093 0.013 0.063
C 0.81161 0.57930 -1.90081 0.232 0.140 -0.052
N 1.25409 -0.05917 -2.98158 -0.107 -0.154 0.001
C 0.40218 -0.10658 -4.05598 0.093 0.010 -0.070
C 0.92415 -0.27246 -5.34831 0.007 0.016 0.005
C 0.09436 -0.33592 -6.44387 -0.071 -0.025 0.020
C -1.28973 -0.26333 -6.28488 0.047 0.014 -0.018
C -1.83579 -0.11611 -5.02255 -0.007 -0.043 0.056
C -0.98496 0.00068 -3.92942 -0.051 0.078 0.071
N -1.37422 -0.01999 -2.48572 -0.145 0.031 -0.015
C -0.50737 0.95184 -1.68573 -0.173 -0.128 0.194
P -1.10042 1.91142 -0.24540 -0.299 0.192 -0.893
C -2.88784 2.20371 -0.49184 0.089 -0.052 -0.034
C -0.52583 3.72739 -0.51085 0.142 -0.076 0.211
C 0.84852 4.01800 0.08718 0.007 -0.010 0.057
C -1.50276 4.68597 0.18758 -0.042 -0.050 -0.082
C -0.51014 4.01857 -2.01160 0.033 -0.039 -0.016
C 3.62359 1.37119 -1.50820 0.016 0.034 0.039
C 4.32051 0.24898 -2.27652 -0.018 -0.038 -0.069
C 4.56505 1.88662 -0.41022 0.051 0.027 -0.052
C 3.28325 2.51311 -2.46856 0.026 -0.003 -0.021
H 2.44984 -1.49083 -1.16463 0.021 0.003 0.047
H 1.58865 -1.29054 0.38631 0.005 0.025 0.003
H 3.32315 -1.01151 0.31895 0.050 -0.012 0.059
H 1.99838 -0.34924 -5.44577 0.033 -0.003 -0.004
H 0.51701 -0.46394 -7.43153 0.002 0.013 -0.023
H -1.94647 -0.34226 -7.13966 -0.005 -0.023 -0.011
H -2.90722 -0.14544 -4.91736 0.009 0.031 0.012
H -3.09044 2.61759 -1.47953 0.040 0.057 0.044
H -3.18470 2.92877 0.26481 -0.073 0.031 0.048
H -3.50838 1.33190 -0.30823 0.074 0.050 0.015
H 0.79272 4.02189 1.17692 -0.010 -0.008 0.002
H 1.15921 5.01477 -0.23678 -0.018 0.023 0.024
H 1.61307 3.30847 -0.21462 0.010 0.017 -0.019
H -1.72526 4.38996 1.21350 -0.013 0.006 0.005
H -2.44547 4.79672 -0.34353 -0.028 -0.026 0.014
H -1.02867 5.66947 0.22279 0.012 0.003 -0.004
H 0.23187 3.42257 -2.54265 0.012 0.017 0.018
H -0.26350 5.07541 -2.14471 -0.022 -0.007 -0.004
H -1.48171 3.84587 -2.47774 -0.013 -0.030 0.012
H 4.70230 -0.52239 -1.60624 -0.003 -0.016 0.019
H 5.17714 0.66940 -2.81140 0.033 0.000 0.005
H 3.64742 -0.21368 -2.99691 0.036 0.033 0.040
H 4.73447 1.13274 0.36296 0.014 -0.034 0.001
H 4.16332 2.77633 0.07797 -0.022 0.023 0.011
H 5.53694 2.14010 -0.84187 0.017 0.025 -0.002
H 2.53261 2.20662 -3.19768 0.016 -0.012 -0.029
H 4.18333 2.80597 -3.01587 0.016 0.023 0.012
H 2.91932 3.39631 -1.94193 -0.046 0.008 0.017
N 0.35798 0.17334 2.41376 1.619 -0.423 0.244
C 1.38848 0.07262 3.16062 -0.310 -0.174 -0.134
C 1.99821 -1.26306 3.39947 -0.050 0.141 -0.048
C 1.21134 -2.40970 3.31996 -0.024 -0.074 -0.008
C 1.77213 -3.66193 3.50647 0.015 0.007 -0.008
C 3.13275 -3.77989 3.76733 -0.039 0.015 0.004
C 3.92219 -2.64163 3.84359 -0.012 0.025 -0.014
C 3.35653 -1.38673 3.66796 0.126 -0.030 -0.015
C 1.96987 1.27841 3.79124 0.048 0.081 -0.041
C 2.14189 2.42007 3.01785 -0.064 0.046 -0.026
C 2.67179 3.56839 3.58364 0.010 0.029 0.055
C 3.02199 3.57936 4.92681 -0.015 -0.027 0.012
C 2.84979 2.43937 5.70163 -0.003 -0.022 -0.033
C 2.33295 1.28516 5.13446 0.053 -0.040 -0.003
H 0.15384 -2.30765 3.11240 -0.045 -0.004 0.003
H 1.14834 -4.54556 3.45143 -0.001 0.000 0.005
H 3.57400 -4.75646 3.91650 0.008 -0.007 -0.008
H 4.98208 -2.72891 4.04095 0.018 -0.004 -0.001
H 3.97582 -0.49868 3.71727 -0.028 -0.041 0.024
H 1.87391 2.37706 1.97159 0.022 -0.027 0.012
H 2.80806 4.45468 2.97744 0.005 0.010 -0.001
H 3.42843 4.47745 5.37283 0.005 0.006 0.008
H 3.11926 2.45002 6.74915 -0.007 0.008 0.015
H 2.19537 0.39534 5.73686 0.017 -0.002 -0.006
```
Positions in Å, forces in eV/Å.

Summary:
Total charge ... 0
Total energy ... -5521.49478 Eh
Gap between HOMO and LUMO (spin up / spin down) ... 5.2 / 4.9 eV
<S²> ... 0.810
E_HOMO (spin up / spin down) ... -6.2 / -6.1 eV
F_max ... 0.061 Eh/bohr
Molecular weight ... 1060.826 g mol⁻¹
Spin multiplicity ... 2


C43H37F4InN7O2 as an isolated structure. Source: the OMol25 dataset; level of theory: wB97M-V/def2-TZVPD.

Geometry as XYZ:
```
94
Properties=species:S:1:pos:R:3:forces:R:3
In 0.48298 0.48450 0.84264 -0.352 -0.369 -0.273
C 4.28682 -2.47888 3.06069 0.008 -0.008 0.039
C 3.24804 -1.35561 3.05465 -0.061 0.038 -0.050
C 3.77066 -0.12638 3.80368 0.030 -0.019 0.014
C 1.92108 -1.82501 3.62477 -0.004 0.143 0.009
C 1.86322 -2.19840 4.96189 -0.067 -0.069 0.072
C 0.67572 -2.61288 5.54292 0.025 0.021 -0.046
C -0.48144 -2.67095 4.78401 0.040 -0.037 0.057
C -0.46798 -2.31996 3.44017 -0.089 -0.088 -0.061
C -1.70264 -2.52652 2.58042 0.023 0.033 -0.010
C -2.98842 -2.02407 3.23861 -0.063 -0.035 -0.025
C -1.82255 -4.00519 2.19703 -0.022 -0.046 0.047
C 0.73593 -1.88139 2.88122 -0.166 -0.077 -0.051
N 0.72806 -1.46970 1.50082 0.754 0.212 -0.236
C 1.38348 -2.30390 0.59350 -0.268 0.095 0.145
O 1.68366 -3.45163 0.81817 0.053 0.022 0.003
C 1.71934 -1.68180 -0.75789 -0.084 0.106 0.112
C 2.31857 -2.29677 -1.83959 0.013 -0.010 0.036
C 2.61470 -1.49654 -2.94425 0.046 -0.030 -0.040
C 2.34735 -0.12736 -2.95704 0.008 0.063 0.004
C 1.74030 0.40938 -1.83787 -0.074 0.014 0.126
N 1.44776 -0.39009 -0.82791 -0.023 -0.111 -0.077
C 1.41542 1.87419 -1.56369 -0.104 0.009 0.081
O 1.80100 2.72700 -2.32840 -0.072 -0.031 0.034
N 0.68071 2.11245 -0.40660 0.715 0.116 -0.037
C 0.56961 3.48771 0.01901 -0.206 -0.143 -0.046
C -0.65122 4.13885 -0.18936 -0.065 0.037 -0.035
C -0.78902 5.43893 0.28142 0.018 0.013 -0.029
C 0.26267 6.07894 0.91606 0.012 -0.018 0.018
C 1.46664 5.42044 1.09462 -0.039 0.049 -0.034
C 1.64555 4.11366 0.65365 0.037 0.022 0.085
C 2.98260 3.43707 0.89340 -0.031 -0.109 -0.008
C 4.10349 4.12755 0.11385 0.000 0.053 0.013
C 3.31239 3.37098 2.38741 0.021 0.029 0.001
C -1.76734 3.48437 -0.98356 0.072 -0.056 -0.013
C -3.15701 3.77346 -0.41733 -0.028 0.031 0.019
C -1.67745 3.90695 -2.45466 -0.032 0.054 0.003
H 5.22038 -2.13794 2.60917 -0.020 -0.003 -0.005
H 3.93194 -3.35310 2.51552 -0.022 0.011 -0.010
H 4.50927 -2.78532 4.08480 -0.001 -0.011 -0.019
H 3.09611 -1.05414 2.01375 -0.004 -0.037 -0.021
H 4.00922 -0.36954 4.84000 -0.007 -0.004 -0.002
H 3.04023 0.68536 3.82034 -0.013 -0.012 -0.010
H 4.68389 0.24470 3.33411 -0.015 -0.004 0.008
H 2.76608 -2.16873 5.55917 -0.013 0.000 0.008
H 0.65535 -2.90475 6.58474 0.001 0.020 -0.003
H -1.39930 -3.01905 5.24047 0.001 -0.004 -0.005
H -1.55723 -1.97576 1.65114 -0.034 0.060 0.013
H -3.25677 -2.62239 4.11036 0.021 0.003 0.015
H -3.82717 -2.10568 2.53851 0.058 0.017 0.002
H -2.90737 -0.98553 3.57234 0.046 -0.012 -0.009
H -1.96149 -4.61803 3.09022 -0.005 -0.011 -0.012
H -0.92217 -4.35522 1.69002 -0.002 0.030 0.020
H -2.67707 -4.16854 1.53644 0.005 0.013 0.013
H 2.55138 -3.35141 -1.80235 0.014 0.009 -0.039
H 3.08605 -1.94778 -3.80774 -0.007 0.005 0.006
H 2.60465 0.51063 -3.79046 0.016 -0.039 -0.019
H -1.72405 5.96543 0.13980 0.012 0.006 -0.011
H 0.14489 7.09541 1.26847 -0.002 -0.013 0.002
H 2.28626 5.93284 1.58254 -0.007 0.003 0.007
H 2.92516 2.40671 0.52538 0.002 0.018 -0.015
H 4.24349 5.14901 0.47330 0.003 -0.008 -0.019
H 3.87472 4.17167 -0.95104 -0.011 -0.015 0.011
H 5.04780 3.59696 0.24921 -0.021 -0.002 -0.003
H 3.43316 4.37058 2.80641 0.002 0.007 -0.007
H 4.24491 2.82882 2.55218 -0.012 0.002 -0.009
H 2.52408 2.87752 2.96251 -0.021 -0.004 -0.024
H -1.60638 2.40502 -0.95399 -0.026 0.058 0.009
H -3.45240 4.81062 -0.58406 0.014 -0.002 0.013
H -3.20927 3.59376 0.66135 0.043 0.057 -0.095
H -3.90477 3.15269 -0.91765 0.007 -0.019 -0.005
H -1.82169 4.98573 -2.54670 -0.001 -0.011 -0.006
H -2.44671 3.41006 -3.05022 0.009 0.003 0.020
H -0.70135 3.66633 -2.87658 0.005 -0.001 0.019
F -4.52275 -0.48562 -0.28116 0.069 -0.039 -0.041
C -5.51953 -0.04994 0.48149 0.129 0.135 0.144
C -6.76854 -0.45887 0.23213 -0.223 0.045 0.069
F -6.98197 -1.28318 -0.76969 -0.009 -0.075 -0.056
C -7.90817 -0.02079 1.03190 0.247 0.069 0.058
C -7.57522 0.94197 2.07650 -0.099 -0.114 -0.136
C -6.32087 1.34672 2.31660 0.189 -0.042 -0.070
F -6.09402 2.22482 3.27735 0.026 0.043 0.073
C -5.18728 0.85889 1.55769 -0.227 -0.059 -0.028
C -3.90751 1.23224 1.83656 0.214 0.083 -0.025
C -2.77011 0.76015 1.10249 -0.310 -0.115 0.085
N -1.80466 0.40699 0.58896 0.122 0.189 0.346
C -3.50816 2.12239 2.89169 0.020 -0.133 -0.072
N -3.05750 2.79921 3.70345 -0.017 0.000 -0.023
F -8.55048 1.43268 2.80819 -0.066 0.016 0.053
C -9.16656 -0.48169 0.83149 -0.269 -0.010 -0.114
C -9.51204 -1.43763 -0.18700 0.053 0.031 0.133
N -9.84944 -2.21663 -0.95985 -0.010 0.036 -0.009
C -10.29912 -0.07228 1.61829 0.121 -0.091 0.005
N -11.23435 0.18661 2.23189 -0.004 0.014 -0.056
```
Positions in Å, forces in eV/Å.

Summary:
Total charge ... +1
Total energy ... -2783.85718 Eh
Energy relative to the best compared isomer or geometry (same formula, charge and spin) ... 0.0 kcal/mol
Gap between HOMO and LUMO ... 5.3 eV
E_HOMO ... -11.4 eV
F_max ... 0.016 Eh/bohr
Molecular weight ... 874.626 g mol⁻¹